No. 1
C11H18 | the ωB97M-V functional and the def2-TZVPD basis

Geometry as XYZ:
```
29
C11H18 (the ωB97M-V functional and the def2-TZVPD basis)
C -1.881 -2.286 -0.355
C -2.827 -2.237 0.836
C -0.580 -1.839 0.143
C -0.410 -0.497 0.816
C 0.451 -2.700 0.267
C 0.802 -0.119 1.480
C 1.778 -2.130 0.735
C 1.931 -0.999 1.351
H -1.963 -3.357 -0.633
H -2.277 -1.738 -1.096
H -2.689 -2.917 1.660
H -1.377 -0.015 0.983
H 0.547 -3.711 -0.247
H 0.984 0.818 1.996
H 2.550 -3.003 0.611
H 2.845 -0.599 1.805
H -3.787 -2.532 0.639
H -2.893 -1.246 1.387
C 0.638 2.350 -0.823
C -0.379 2.993 -1.693
C 2.076 2.950 -0.759
H 0.233 2.493 0.139
H 0.598 1.289 -1.190
H -0.976 2.286 -2.309
H 2.234 4.112 -0.893
H 2.578 2.863 0.170
H 2.758 2.513 -1.455
H -1.111 3.609 -1.144
H 0.147 3.648 -2.421
```

## Properties
* frontier orbital gap: 9.8 eV
* E_LUMO: 0.937 eV
* SMILES: CCc1ccccc1.CCC
* HOMO energy: -8.88 eV

***

No. 2
C11H14N2O | the ωB97M-V functional and the def2-TZVPD basis

Geometry as XYZ:
```
28
C11H14N2O (the ωB97M-V functional and the def2-TZVPD basis)
C 1.363 1.691 0.025
C -0.176 -2.462 -0.929
C 0.353 0.814 0.354
C -0.720 -1.365 -0.310
C 2.364 1.184 -0.728
C 1.215 -2.068 -1.305
C 3.494 1.130 -1.357
C 1.391 3.119 0.362
C -0.821 -3.727 -1.386
C -0.706 1.249 1.329
C -2.007 -1.333 0.400
N 0.284 -0.412 -0.142
N 1.399 -0.847 -0.686
O 2.006 -2.651 -2.004
H 3.605 0.725 -2.261
H 4.424 1.310 -0.983
H 1.408 3.265 1.450
H 0.443 3.576 0.170
H 2.231 3.590 -0.040
H -0.262 -4.656 -1.078
H -0.835 -3.818 -2.524
H -1.884 -3.660 -1.126
H -0.422 2.198 1.780
H -0.852 0.622 2.225
H -1.711 1.482 0.916
H -1.868 -1.353 1.495
H -2.459 -2.203 0.092
H -2.576 -0.472 0.062
```

## Properties
* frontier orbital gap: 7.1 eV
* E_LUMO: -0.571 eV
* HOMO energy: -7.70 eV